ORCA calculation (wB97M-V/def2-TZVPD) on the molecule C4H3ClO2 in a non-equilibrium geometry.

Atoms and positions in Å:
C  -0.73  0.45  0.79
C  0.23  -0.55  0.38
C  -1.93  0.02  1.03
C  1.07  -0.20  -0.60
O  1.06  0.99  -1.14
O  -3.08  -0.24  1.01
Cl  1.97  -1.48  -1.25
H  -0.45  1.45  0.76
H  0.31  -1.51  0.88
H  1.57  1.07  -1.87

Values from the calculation:
Energy relative to the best compared isomer or geometry (same formula, charge and spin), kcal per mole: 37.48
E_HOMO, eV: -7.98
HOMO-LUMO gap, hartree: 0.311
E_tot, hartree: -764.8192
Structure (SMILES): O=C=C/C=C(\O)Cl

---

ORCA calculation (wB97M-V/def2-TZVPD) on a cluster of 10 separate species, C45H95F9IN3O14PS2 in total in a non-equilibrium geometry.

Atoms and positions in Å:
C  -3.82  -7.38  -0.87
C  -4.50  -6.84  0.13
C  -3.93  -6.66  1.52
O  -4.37  -7.32  2.38
O  -2.92  -5.77  1.78
C  -3.08  -4.56  1.01
C  -2.36  -3.43  1.78
C  -2.14  -2.21  0.83
C  -0.68  -1.69  1.04
C  -0.69  -0.14  1.12
C  0.76  0.32  1.52
C  1.73  0.37  0.33
C  3.14  0.28  0.99
N  3.86  1.48  0.44
S  5.53  1.29  0.20
O  5.99  0.50  1.28
O  5.89  0.71  -1.05
C  6.24  3.00  0.48
F  5.25  3.89  0.34
F  6.59  3.03  1.75
C  7.53  3.33  -0.35
F  8.26  2.22  -0.43
F  8.25  4.17  0.37
C  7.28  3.88  -1.77
F  6.67  2.99  -2.55
F  6.56  5.00  -1.74
C  8.61  4.26  -2.52
F  8.20  4.72  -3.71
F  9.23  5.26  -1.94
F  9.37  3.24  -2.76
C  3.12  1.90  -0.64
N  3.54  2.54  -1.69
C  2.70  2.91  -2.82
C  2.89  1.90  -3.99
O  3.27  0.83  -3.84
I  2.35  2.71  -5.92
N  1.77  1.57  -0.54
P  0.73  2.90  -0.05
S  1.46  4.04  1.33
H  -2.83  -7.03  -1.18
H  -4.30  -8.18  -1.44
H  -5.51  -6.47  -0.02
H  -2.59  -4.72  0.04
H  -4.13  -4.29  0.84
H  -2.98  -3.16  2.65
H  -1.42  -3.87  2.13
H  -2.27  -2.52  -0.21
H  -2.84  -1.40  1.07
H  -0.04  -1.96  0.19
H  -0.28  -2.06  1.99
H  -0.98  0.26  0.14
H  -1.38  0.14  1.93
H  1.13  -0.48  2.18
H  0.76  1.24  2.14
H  1.67  -0.54  -0.27
H  3.07  0.49  2.06
H  3.65  -0.69  0.92
H  4.52  2.79  -1.74
H  3.08  3.87  -3.20
H  1.64  3.01  -2.59
H  -0.51  2.33  0.35
H  0.41  3.70  -1.17
C  -4.57  0.38  4.70
C  -3.41  0.95  3.89
C  -3.43  2.47  3.90
O  -3.50  0.48  2.54
H  -5.53  0.69  4.28
H  -4.55  -0.71  4.68
H  -4.52  0.71  5.74
H  -2.47  0.59  4.29
H  -4.35  2.86  3.45
H  -2.60  2.87  3.30
H  -3.34  2.86  4.91
H  -4.33  0.79  2.17
C  -6.25  -2.77  -2.76
C  -6.12  -4.25  -3.12
C  -7.34  -4.73  -3.90
O  -5.98  -5.02  -1.93
H  -7.12  -2.60  -2.12
H  -5.37  -2.44  -2.19
H  -6.34  -2.15  -3.65
H  -5.22  -4.40  -3.71
H  -8.25  -4.62  -3.31
H  -7.24  -5.78  -4.15
H  -7.46  -4.16  -4.83
H  -6.77  -4.89  -1.40
C  -0.95  7.31  2.97
C  -1.31  6.53  4.23
C  -0.11  6.34  5.13
O  -1.83  5.26  3.84
H  -0.19  6.76  2.40
H  -1.82  7.43  2.33
H  -0.55  8.30  3.21
H  -2.10  7.06  4.77
H  0.68  5.77  4.62
H  -0.38  5.76  6.02
H  0.31  7.30  5.45
H  -1.13  4.80  3.36
C  4.73  0.87  5.13
C  3.52  1.76  5.40
C  3.24  1.89  6.89
O  2.37  1.21  4.74
H  4.56  -0.14  5.52
H  4.91  0.78  4.06
H  5.62  1.28  5.61
H  3.69  2.75  4.97
H  3.02  0.91  7.32
H  2.37  2.52  7.06
H  4.09  2.32  7.41
H  2.21  0.34  5.11
C  -7.87  -10.47  -0.50
C  -6.63  -10.87  -1.29
C  -6.57  -12.38  -1.48
O  -5.46  -10.43  -0.62
H  -7.85  -10.91  0.49
H  -7.89  -9.38  -0.37
H  -8.78  -10.78  -1.01
H  -6.64  -10.38  -2.27
H  -6.51  -12.89  -0.52
H  -5.68  -12.66  -2.04
H  -7.45  -12.75  -2.02
H  -5.43  -10.85  0.25
C  -6.03  2.02  -0.84
C  -6.39  0.75  -0.08
C  -7.69  0.15  -0.61
O  -6.53  1.05  1.31
H  -6.80  2.78  -0.72
H  -5.10  2.44  -0.45
H  -5.90  1.82  -1.91
H  -5.59  0.02  -0.18
H  -8.52  0.85  -0.48
H  -7.95  -0.75  -0.05
H  -7.61  -0.10  -1.66
H  -7.24  1.69  1.41
C  11.95  6.26  -0.15
C  13.42  6.20  -0.51
C  13.83  4.80  -0.96
O  14.21  6.59  0.61
H  11.72  5.59  0.68
H  11.68  7.27  0.17
H  11.32  5.99  -1.00
H  13.64  6.91  -1.31
H  13.66  4.08  -0.16
H  14.89  4.77  -1.21
H  13.25  4.48  -1.83
H  14.04  5.97  1.32
C  2.45  -3.14  -4.21
C  0.98  -3.09  -3.82
C  0.15  -2.38  -4.87
O  0.84  -2.42  -2.56
H  2.85  -2.12  -4.31
H  3.04  -3.64  -3.44
H  2.59  -3.66  -5.15
H  0.61  -4.11  -3.68
H  0.48  -1.35  -4.99
H  -0.90  -2.35  -4.57
H  0.22  -2.89  -5.84
H  1.16  -1.52  -2.67
C  -1.22  2.88  -4.52
C  -1.56  1.72  -3.60
C  -2.97  1.21  -3.86
O  -1.44  2.13  -2.23
H  -1.89  3.73  -4.35
H  -0.21  3.23  -4.31
H  -1.28  2.60  -5.57
H  -0.85  0.91  -3.76
H  -3.71  1.99  -3.66
H  -3.20  0.38  -3.19
H  -3.09  0.87  -4.89
H  -2.07  2.85  -2.09

Values from the calculation:
E_HOMO, eV: -9.85
HOMO-LUMO gap, hartree: 0.227
E_tot, hartree: -5323.0683
Total charge: +1

---

ORCA calculation (wB97M-V/def2-TZVPD) on a structure of composition C45H49Ge2HgN7O9S2 in a non-equilibrium geometry.

Atoms and positions in Å:
Hg  -0.43  -0.83  -0.44
C  -2.12  -2.90  1.94
N  -0.86  -2.30  2.32
C  0.12  -3.32  2.63
C  0.49  -4.15  1.43
C  0.18  -5.51  1.39
C  0.58  -6.25  0.29
C  1.26  -5.61  -0.74
C  1.49  -4.25  -0.62
N  1.15  -3.54  0.45
C  -1.08  -1.41  3.44
C  -0.02  -0.38  3.76
C  -0.06  0.22  5.02
C  0.87  1.19  5.34
C  1.82  1.54  4.40
C  1.79  0.89  3.18
N  0.90  -0.05  2.86
C  -3.11  -1.90  1.43
C  -4.47  -2.17  1.47
C  -5.35  -1.22  0.99
C  -4.84  -0.03  0.47
C  -3.47  0.12  0.43
N  -2.63  -0.79  0.92
H  -1.95  -3.62  1.13
H  -2.58  -3.44  2.79
H  1.02  -2.83  2.99
H  -0.25  -3.98  3.43
H  -0.37  -5.96  2.20
H  0.37  -7.32  0.23
H  1.58  -6.15  -1.62
H  1.98  -3.70  -1.42
H  -2.00  -0.87  3.24
H  -1.26  -2.00  4.36
H  -0.83  -0.08  5.73
H  0.84  1.67  6.31
H  2.56  2.30  4.60
H  2.51  1.15  2.41
H  -4.83  -3.10  1.89
H  -6.42  -1.39  1.03
H  -5.49  0.74  0.08
H  -3.00  1.00  0.01
O  -0.42  -2.96  -2.71
S  -1.84  -2.97  -2.30
O  -1.96  -3.38  -0.88
O  -2.67  -3.77  -3.20
S  -2.49  -1.02  -2.37
C  1.53  -2.81  -5.08
Ge  1.66  -1.02  -4.30
C  0.35  0.08  -5.27
C  3.39  -0.41  -5.09
Ge  1.69  -0.59  -1.88
C  2.74  1.10  -1.66
C  2.83  2.05  -2.67
C  3.53  3.24  -2.49
C  4.16  3.50  -1.28
C  4.09  2.55  -0.26
C  3.39  1.37  -0.46
C  3.05  -1.86  -1.16
C  3.11  -2.15  0.20
C  4.07  -3.00  0.72
C  5.00  -3.61  -0.12
C  4.95  -3.34  -1.48
C  3.98  -2.48  -1.99
H  1.54  -2.69  -6.17
H  0.60  -3.27  -4.76
H  2.36  -3.44  -4.77
H  0.34  -0.23  -6.32
H  0.62  1.14  -5.22
H  -0.65  -0.05  -4.84
H  3.24  -0.22  -6.16
H  4.17  -1.18  -4.99
H  3.77  0.51  -4.63
H  2.33  1.87  -3.62
H  3.59  3.96  -3.30
H  4.68  4.43  -1.12
H  4.56  2.75  0.69
H  3.36  0.64  0.35
H  2.36  -1.71  0.86
H  4.08  -3.22  1.79
H  5.74  -4.28  0.28
H  5.66  -3.82  -2.15
H  3.96  -2.29  -3.06
C  -3.36  2.44  -3.50
C  -2.21  3.27  -2.91
C  -1.80  4.39  -3.88
C  -2.60  3.86  -1.55
C  -1.05  2.38  -2.73
N  -0.15  1.69  -2.57
H  -4.27  3.05  -3.53
H  -3.54  1.55  -2.90
H  -3.12  2.11  -4.51
H  -2.67  5.02  -4.10
H  -1.43  3.96  -4.81
H  -1.02  5.01  -3.44
H  -3.53  4.44  -1.65
H  -1.81  4.50  -1.16
H  -2.75  3.06  -0.82
O  1.01  2.87  1.22
C  -0.17  2.50  1.25
O  -0.85  1.82  0.44
C  -0.95  2.99  2.49
C  -2.10  2.34  2.93
C  -2.75  2.80  4.06
C  -2.33  3.92  4.75
C  -1.19  4.54  4.30
C  -0.48  4.08  3.20
N  -0.70  5.72  5.04
O  -1.25  6.01  6.08
O  0.22  6.35  4.56
N  -3.96  2.12  4.55
O  -4.69  2.73  5.32
O  -4.17  0.99  4.17
H  -2.48  1.50  2.36
H  -2.86  4.28  5.62
H  0.44  4.56  2.89

Values from the calculation:
Energy relative to the best compared isomer or geometry (same formula, charge and spin), kcal per mole: 1.73
E_HOMO, eV: -2.02
HOMO-LUMO gap, hartree: 0.187
E_tot, hartree: -7908.2265
Total charge: -2

---

ORCA calculation (wB97M-V/def2-TZVPD) on a structure of composition C10H8CoN2O5 in a non-equilibrium geometry.

Atoms and positions in Å:
O  0.38  4.47  -0.25
C  -0.07  3.70  -0.99
Co  -0.29  -0.94  -2.84
O  0.22  0.16  -5.44
C  -0.03  -0.27  -4.40
C  -0.09  -2.14  -1.34
O  0.12  -2.89  -0.49
C  -2.08  -0.71  -2.79
O  -3.21  -0.36  -2.72
C  1.45  -0.59  -2.41
O  2.51  -0.30  -2.03
C  2.21  0.00  2.91
C  1.10  -0.01  1.93
C  -0.22  -0.01  2.26
C  -0.94  -0.01  1.02
N  -0.07  -0.04  0.01
N  1.16  -0.01  0.60
C  -2.40  -0.01  0.96
H  2.05  0.85  3.58
H  2.05  -0.85  3.58
H  3.21  0.00  2.52
H  -0.65  -0.01  3.25
H  2.00  -0.01  -0.01
H  -2.79  -0.85  1.56
H  -2.78  0.84  1.55
H  -2.83  -0.02  -0.03

Values from the calculation:
Energy relative to the best compared isomer or geometry (same formula, charge and spin), kcal per mole: 45.76
E_HOMO (alpha / beta), eV: -15.95 / -18.11
HOMO-LUMO gap (alpha / beta), hartree: 0.281 / 0.240
E_tot, hartree: -2253.5510
Total charge: +2
Spin multiplicity: 4

---

ORCA calculation (wB97M-V/def2-TZVPD) on the molecule C6H12.

Atoms and positions in Å:
C  -0.80  -0.93  1.60
C  -0.60  0.48  1.03
C  0.18  0.40  -0.29
C  1.70  0.41  -0.15
C  -0.23  0.78  -1.69
C  -0.49  -0.60  -1.20
H  -1.51  -1.50  1.00
H  -1.17  -0.93  2.63
H  0.14  -1.50  1.58
H  -1.58  0.95  0.89
H  -0.06  1.08  1.76
H  2.12  1.34  -0.54
H  2.17  -0.41  -0.71
H  2.03  0.32  0.89
H  -1.06  1.42  -1.97
H  0.62  0.87  -2.37
H  0.03  -1.48  -1.55
H  -1.53  -0.78  -0.93

Values from the calculation:
Energy relative to the best compared isomer or geometry (same formula, charge and spin), kcal per mole: 33.43
E_HOMO, eV: -9.57
HOMO-LUMO gap, hartree: 0.394
E_tot, hartree: -235.7649
Structure (SMILES): CCC1(C)CC1

---

ORCA calculation (wB97M-V/def2-TZVPD) on a cluster of 2 separate species, C5H10O2 in total.

Atoms and positions in Å:
C  -0.79  2.22  1.18
C  -0.71  0.87  0.57
O  0.29  0.60  -0.20
C  0.54  -0.60  -0.74
C  -0.53  -1.61  -0.92
C  1.82  -0.67  -1.38
O  2.24  -1.65  -1.98
H  -1.43  2.88  0.58
H  -1.22  2.16  2.18
H  0.21  2.67  1.25
H  0.31  -0.61  1.76
H  -1.52  0.15  0.63
H  0.77  -1.01  1.30
H  -0.09  -2.46  -1.43
H  -0.98  -1.97  0.02
H  -1.34  -1.20  -1.54
H  2.43  0.25  -1.28

Values from the calculation:
Energy relative to the best compared isomer or geometry (same formula, charge and spin), kcal per mole: 108.77
E_HOMO (alpha / beta), eV: -7.70 / -7.82
HOMO-LUMO gap (alpha / beta), hartree: 0.276 / 0.292
E_tot, hartree: -346.8521

---

ORCA calculation (wB97M-V/def2-TZVPD) on a structure of composition C31H18BClF3N5NiO4Se in a non-equilibrium geometry.

Atoms and positions in Å:
Ni  0.08  -0.13  0.24
Se  1.85  0.13  7.59
N  1.99  -1.12  6.33
C  1.53  -0.61  5.22
C  1.48  -1.33  3.96
C  1.88  -2.65  3.83
C  1.81  -3.26  2.59
C  1.36  -2.51  1.51
N  0.98  -1.24  1.61
C  1.01  -0.65  2.82
C  0.52  0.71  2.91
N  0.03  1.26  1.77
C  -0.43  2.51  1.82
C  -0.43  3.28  2.98
C  0.06  2.73  4.15
C  0.55  1.42  4.12
C  1.07  0.76  5.30
N  1.15  1.32  6.48
H  2.23  -3.18  4.71
H  2.11  -4.29  2.45
H  1.32  -2.95  0.52
H  -0.82  2.92  0.90
H  -0.82  4.29  2.96
H  0.09  3.28  5.08
O  -2.39  1.10  -1.62
B  -1.59  0.21  -2.31
O  -0.79  0.84  -3.25
C  -1.10  2.17  -3.12
C  -0.59  3.24  -3.82
C  -1.10  4.50  -3.50
C  -2.08  4.66  -2.53
C  -2.58  3.57  -1.82
C  -2.07  2.33  -2.14
H  0.18  3.11  -4.57
H  -0.72  5.37  -4.02
H  -2.47  5.65  -2.32
H  -3.34  3.68  -1.06
Cl  -6.18  -6.02  -1.45
C  -4.98  -4.79  -1.35
C  -4.62  -4.08  -2.49
C  -3.66  -3.09  -2.40
C  -3.05  -2.80  -1.18
C  -3.42  -3.53  -0.04
C  -4.38  -4.51  -0.12
C  -2.03  -1.77  -1.05
O  -1.65  -1.15  -2.21
O  -1.47  -1.46  -0.03
H  -5.09  -4.31  -3.43
H  -3.37  -2.54  -3.28
H  -2.94  -3.30  0.90
H  -4.68  -5.07  0.76
F  6.15  -0.59  -2.59
C  5.47  0.55  -2.86
F  6.23  1.57  -2.44
F  5.38  0.63  -4.20
C  4.12  0.54  -2.21
C  3.20  -0.43  -2.58
C  1.95  -0.42  -1.99
N  1.59  0.48  -1.06
C  2.48  1.41  -0.71
C  3.75  1.49  -1.26
H  3.45  -1.18  -3.31
H  1.20  -1.14  -2.27
H  2.17  2.12  0.04
H  4.44  2.26  -0.96

Values from the calculation:
Energy relative to the best compared isomer or geometry (same formula, charge and spin), kcal per mole: 6.67
E_HOMO (alpha / beta), eV: -5.24 / -5.12
HOMO-LUMO gap (alpha / beta), hartree: 0.173 / 0.169
E_tot, hartree: -6461.3976

---

ORCA calculation (wB97M-V/def2-TZVPD) on a structure of composition C22H46N3OP2PbSe in a non-equilibrium geometry.

Atoms and positions in Å:
Pb  0.19  0.00  -0.03
P  0.10  -2.09  -1.17
P  0.41  2.28  0.67
N  1.49  0.56  -1.71
C  1.68  -1.86  -2.08
H  2.32  -2.73  -1.85
H  1.44  -1.93  -3.16
C  2.44  -0.58  -1.79
H  2.97  -0.63  -0.83
H  3.15  -0.33  -2.59
C  2.00  1.95  -1.60
H  1.34  2.57  -2.20
H  3.00  1.94  -2.05
C  2.03  2.43  -0.14
H  2.33  3.49  -0.12
H  2.77  1.86  0.44
C  0.52  2.62  2.43
C  0.70  1.44  3.37
H  1.73  1.03  3.35
H  0.01  0.61  3.12
H  0.49  1.73  4.40
C  -0.73  3.44  -0.14
C  -2.19  3.27  0.36
H  -2.88  3.34  -0.48
H  -2.46  4.05  1.08
H  -2.32  2.28  0.83
C  -1.19  -2.40  -2.40
C  -2.40  -3.07  -1.74
H  -3.30  -3.00  -2.37
H  -2.63  -2.61  -0.78
H  -2.20  -4.14  -1.59
C  0.35  -3.53  -0.08
C  -0.73  -3.74  0.97
H  -0.35  -4.44  1.74
H  -1.64  -4.18  0.55
H  -1.01  -2.81  1.47
C  -1.56  -0.35  1.02
C  -0.23  4.90  0.07
H  0.58  4.95  0.79
H  0.12  5.33  -0.87
H  -1.05  5.53  0.43
C  -0.55  -3.30  -3.46
H  -1.23  -4.13  -3.70
H  -0.34  -2.74  -4.37
H  0.39  -3.74  -3.11
C  0.60  -4.77  -0.95
H  0.82  -5.63  -0.30
H  -0.28  -5.03  -1.54
H  1.45  -4.64  -1.63
C  -0.68  3.46  2.84
H  -1.63  2.94  2.68
H  -0.63  3.71  3.91
H  -0.71  4.39  2.28
H  1.43  3.24  2.47
H  1.29  -3.27  0.45
H  -0.71  3.20  -1.20
H  -1.51  -1.45  -2.86
O  -2.65  -0.51  1.58
H  0.80  0.50  -2.46
H  -1.21  0.64  -1.14
C  -0.75  -2.00  4.01
N  0.67  -1.69  4.33
C  1.13  -1.71  5.64
C  2.43  -1.43  5.62
N  2.82  -1.23  4.28
C  4.20  -0.90  3.89
C  1.71  -1.39  3.45
Se  1.86  -1.15  1.67
H  -1.22  -1.20  3.43
H  -1.31  -2.10  4.94
H  -0.81  -2.97  3.50
H  0.50  -1.92  6.44
H  3.11  -1.36  6.41
H  4.51  0.03  4.38
H  4.87  -1.71  4.21
H  4.29  -0.78  2.81

Values from the calculation:
Energy relative to the best compared isomer or geometry (same formula, charge and spin), kcal per mole: 59.16
E_HOMO, eV: -16.64
HOMO-LUMO gap, hartree: 0.253
E_tot, hartree: -4381.1979
Total charge: +3

---

Q: Which formula does entry 8 have?
A: C22H46N3OP2PbSe

---

Q: E_tot of number 3 (C45H49Ge2HgN7O9S2)?
A: -7908.2265 hartree